Entry from the OMol25 dataset: a 6-piece molecular cluster, C29H36Br10F4N2O2 overall at a distorted geometry (ωB97M-V/def2-TZVPD).

Geometry as XYZ:
```
83
Properties=species:S:1:pos:R:3:forces:R:3:mulliken_charge:R:1
C 4.06246 2.75413 3.63485 0.4 0.5 0.3 -0.8413
C 4.13878 4.22262 2.99011 -0.1 0.0 -0.7 -0.5831
C 2.76695 4.66072 2.21741 1.4 0.2 0.7 0.0201
C 1.82777 5.57463 3.15515 0.9 -0.3 -0.6 -0.5577
C 0.50905 6.16374 2.37297 0.8 -1.4 0.3 -0.8812
C 0.31429 5.37987 0.99330 -0.3 -0.6 -2.8 0.6872
C 1.01247 5.96633 -0.29259 -1.3 -2.6 -0.9 -0.5646
C 0.90581 5.26703 -1.69716 -1.8 -1.6 2.7 0.0618
F 1.53134 5.75894 -2.86172 -1.5 -1.0 3.0 -0.2913
C 0.08398 3.96368 -1.74894 0.0 1.3 2.0 0.1321
C -0.60860 3.37736 -0.47601 1.2 2.9 -0.1 0.1979
C -0.53680 4.06767 0.90435 0.6 0.5 -2.4 0.6101
C -1.31460 3.41742 2.13325 0.3 -0.5 1.8 0.0227
C -0.54908 3.04144 3.41657 -5.1 -0.8 -0.2 0.2008
C -1.50457 2.43965 4.46162 -0.2 1.0 -2.9 -0.7411
C -2.97426 2.25237 4.12423 0.5 -0.1 0.6 -0.3193
N -3.72475 2.57699 2.96007 6.4 1.1 0.9 -0.5448
C -2.81205 3.16734 2.04405 0.4 0.2 -0.4 -0.2100
C -1.31242 2.03619 -0.97309 -0.9 -0.1 2.1 -0.1261
O -2.30061 1.40190 -0.56364 4.0 2.4 -1.7 -0.5099
N -0.46649 1.68367 -2.13974 0.0 -1.7 -0.3 0.1069
C 0.70042 0.84033 -1.90029 0.8 -0.7 -1.1 0.8803
F 1.72184 1.43896 -1.12056 -2.1 -1.3 -1.5 -0.2700
F 0.40000 -0.40548 -1.29856 0.6 3.3 -1.4 -0.1840
F 1.29016 0.59209 -3.18822 -1.2 0.4 3.1 -0.3179
C -0.23775 2.93871 -2.92442 0.8 1.6 -1.3 0.0404
O -0.33800 3.06880 -4.15341 0.5 -0.7 4.9 -0.5083
H 2.99926 2.51418 3.97882 1.5 0.3 -0.3 0.1738
H 4.37820 1.92854 2.89971 -0.5 1.4 1.0 0.2441
H 4.79279 2.74530 4.53148 -1.3 -0.3 -1.4 0.3039
H 4.99693 4.22372 2.21823 -1.3 0.0 1.2 0.3184
H 4.41189 5.02416 3.76369 -0.5 -1.2 -0.9 0.3106
H 2.27735 3.67395 1.89725 0.5 1.7 0.1 0.0592
H 3.12661 5.28790 1.31983 -0.9 -1.1 1.2 0.2287
H 1.55230 4.95198 4.07120 0.2 1.0 -1.2 0.1832
H 2.49602 6.44804 3.50935 -1.2 -1.3 -0.5 0.4032
H -0.37247 5.94091 3.07308 1.1 0.7 -1.3 0.2667
H 0.70912 7.27997 2.24515 -0.7 -1.6 -0.2 0.4044
H 1.65660 6.92099 -0.24883 -1.3 -1.7 0.1 0.3675
H 0.55903 3.17204 3.62579 -1.7 -0.2 -0.6 0.2438
H -1.10761 2.13244 5.48824 -0.8 0.4 -1.7 0.3052
H -3.60904 1.75971 4.95481 1.2 0.9 -1.5 0.3712
H -3.30623 3.51517 1.05919 1.0 -0.7 1.7 0.3214
Br -0.43974 -3.00967 1.64670 0.0 -0.1 -0.2 -0.1200
C -0.64299 -3.87091 -0.08957 0.2 0.2 0.1 -0.5175
C -1.99995 -3.58267 -0.68210 0.0 -0.1 -0.2 0.3303
Br -3.38403 -4.66157 0.17128 0.0 0.1 0.0 -0.1572
H -0.45277 -4.93430 0.05730 -0.1 0.1 0.0 0.4613
H 0.14697 -3.44785 -0.71252 -0.2 0.0 0.0 0.2592
H -2.02794 -3.86525 -1.73611 0.1 0.0 0.1 -0.5976
H -2.30241 -2.54005 -0.58267 0.1 -0.1 0.0 0.3683
Br -2.54128 -1.55306 4.45000 0.0 0.0 -0.1 -0.0959
C -3.21857 -3.38005 4.49097 -0.2 0.2 0.1 -0.3573
C -2.49012 -4.20955 5.51808 0.1 -0.3 -0.1 -0.5533
Br -0.72852 -4.72863 4.86675 0.0 0.0 0.2 -0.1422
H -3.13076 -3.77506 3.47812 0.1 0.0 0.1 0.0852
H -4.27462 -3.28533 4.74882 0.1 0.0 0.0 0.3531
H -3.01610 -5.14848 5.69891 0.0 0.1 -0.1 0.3452
H -2.34242 -3.69375 6.46686 -0.1 0.0 -0.2 0.3652
Br 6.96891 -1.71752 -4.01665 -0.1 0.0 0.1 -0.1577
C 5.15198 -1.29622 -3.44907 0.1 -0.1 -0.3 -0.5793
C 4.92559 0.19408 -3.39920 -0.2 0.1 0.2 -0.1817
Br 5.74453 0.98242 -1.81484 0.0 0.0 -0.1 -0.1314
H 4.99648 -1.78843 -2.48906 0.0 0.2 -0.1 0.3939
H 4.50652 -1.75793 -4.19801 0.0 0.1 0.1 0.3396
H 3.86132 0.41813 -3.30936 0.1 -0.1 0.0 -0.0983
H 5.33134 0.72160 -4.26234 0.0 -0.2 0.1 0.4129
Br 0.88868 -5.29945 -6.53078 0.0 0.0 0.1 -0.1616
C -0.13400 -5.41064 -4.87530 -0.1 -0.2 -0.2 -0.4047
C -0.98932 -4.18402 -4.67759 0.1 0.1 0.2 0.4220
Br 0.07451 -2.66688 -4.07238 -0.1 0.0 0.0 -0.1353
H 0.58179 -5.57202 -4.06915 -0.1 0.1 -0.1 0.3997
H -0.75720 -6.29973 -4.98557 0.0 0.1 0.0 0.2582
H -1.72076 -4.34960 -3.88601 0.2 0.0 -0.1 -0.9105
H -1.50683 -3.86787 -5.58330 0.1 -0.1 0.1 0.4622
Br -2.55527 -7.74927 -2.66632 0.1 0.2 -0.1 -0.0859
C -3.79788 -6.35900 -3.23491 -0.1 -0.2 0.3 -0.0223
C -4.74474 -6.86960 -4.29165 -0.1 0.2 -0.3 -0.5926
Br -3.86910 -6.98303 -6.03032 0.0 0.0 0.1 -0.1550
H -3.19840 -5.51295 -3.56679 -0.2 -0.2 0.0 -0.1681
H -4.34299 -6.07989 -2.33187 0.0 0.0 -0.1 0.2598
H -5.57197 -6.17260 -4.43562 0.1 0.0 0.1 0.3801
H -5.14401 -7.85952 -4.07132 0.1 0.1 0.0 0.4147
```
Forces are in eV/Å.

Values from the calculation:
relative energy (zero: lowest compared OMol25 entry of this formula, charge and spin)	203.6	kcal per mole
max |F|	6.514	eV Å⁻¹
electronic energy	-27525.94654	Eh
orbital gap	7.83	eV
highest occupied orbital energy	-9.2	eV
SMILES string	CCCCCc1cc(F)c2c(c1-c1cccnc1)C(=O)N(C(F)(F)F)C2=O.BrCCBr.BrCCBr.BrCCBr.BrCCBr.BrCCBr